(1)
The molecule C7H9B2F9O2. Source: the OMol25 dataset; level of theory: ωB97M-V with the def2-TZVPD basis set.

Geometry as XYZ:
```
29
Properties=species:S:1:pos:R:3:forces:R:3:lowdin_charge:R:1
C -3.885563 1.054745 0.584089 0.449 0.257 0.769 -0.10
O -4.294344 0.547009 -0.743641 3.002 0.731 -0.303 -0.10
B -3.020648 0.457880 -1.508977 -1.751 2.740 -0.409 -0.39
O -2.579320 1.596175 -2.390394 0.430 -1.436 3.297 0.02
B -1.975681 -0.850950 -1.421783 1.894 0.354 -0.102 0.04
C -0.347657 -0.493495 -1.472720 0.272 -0.524 0.132 -0.16
C 0.536748 -1.684278 -0.703929 -1.033 0.956 -1.048 -0.09
C 2.093201 -1.181411 -0.592138 0.737 -1.511 -2.102 -0.18
F 2.922984 -2.242600 -1.275380 -2.005 3.178 2.069 -0.02
F 2.362207 0.074021 -1.374893 -0.662 -3.570 2.718 -0.01
C 2.677885 -1.064720 0.935785 1.315 -2.661 -0.160 -0.11
F 2.389390 -2.395046 1.591134 0.786 4.187 -1.933 0.02
F 4.153496 -0.969019 0.852076 -4.813 0.195 0.727 0.05
C 1.957835 0.072114 1.871499 -0.045 -0.156 2.962 -0.08
F 0.500139 -0.115239 2.060681 4.669 0.434 -0.967 0.05
F 2.569258 -0.062188 3.246663 -1.933 0.449 -4.549 0.03
C 2.211593 1.622602 1.405172 0.302 4.065 0.655 -0.14
F 3.570626 1.912139 0.892262 -4.997 -1.362 1.687 0.06
F 1.204979 2.155566 0.443649 3.560 -2.164 3.192 0.03
F 2.053122 2.461356 2.652000 0.490 -2.824 -4.365 0.02
H -2.709991 1.247850 0.621901 -2.244 -0.437 0.098 0.10
H -4.158152 0.228577 1.377147 0.548 1.820 -1.463 0.12
H -4.377737 2.104047 0.852691 0.857 -2.397 -0.762 0.12
H -1.712968 1.899002 -1.947201 -1.666 -0.702 -1.432 0.11
H -2.409377 -1.950558 -1.294170 0.306 -0.232 -0.123 0.06
H 0.053393 -0.412025 -2.593300 -1.015 -0.131 2.331 0.15
H -0.191196 0.563248 -0.994766 0.015 -1.972 -0.782 0.09
H 0.388960 -2.649512 -1.389936 1.004 2.136 1.622 0.16
H 0.016817 -1.925291 0.316482 1.527 0.575 -1.757 0.13
```
Forces are in eV/Å.

HOMO level = -10.14 eV
Structure (SMILES) = COB(O)BCCC(F)(F)C(F)(F)C(F)(F)C(F)(F)F

(2)
A cluster of 2 separate species, C7H9BF2O12PS in total. Source: the OMol25 dataset; level of theory: ωB97M-V with the def2-TZVPD basis set.

Geometry as XYZ:
```
33
Properties=species:S:1:pos:R:3:forces:R:3:lowdin_charge:R:1
O 3.213912 2.196952 -1.218810 -3.156 -0.475 3.890 0.05
C 2.428993 1.997408 -0.251997 2.869 0.148 -3.158 -0.39
O 3.011232 1.833256 1.026407 -1.725 -0.232 -1.496 0.04
C 0.871512 1.956859 -0.586522 -0.052 0.482 0.736 -0.07
C -0.080998 2.089250 0.729286 -0.026 -0.368 -1.326 -0.33
O -1.042728 3.133008 0.401330 -1.147 -0.672 1.792 -0.06
C -1.971155 3.352325 1.459335 0.791 2.402 3.145 -0.32
O -1.649370 4.097582 2.421669 -1.067 -2.994 -3.739 0.09
C -3.444164 2.723403 1.454823 -0.146 0.526 -0.663 -0.05
O -4.133164 3.218758 0.251021 2.295 0.571 1.357 -0.17
O -4.964773 2.234086 -0.194584 -1.335 -2.074 -0.927 -0.06
P -0.875433 0.363305 0.945801 1.071 -3.247 -0.143 0.39
O -1.988698 0.084523 -0.348696 0.292 0.872 2.907 -0.25
O -1.635113 0.146672 2.457873 0.088 1.462 -1.784 -0.27
S 0.483983 -1.052242 0.804909 -0.503 1.237 0.281 0.39
H 2.565137 1.127167 1.548093 0.019 0.450 -0.590 0.09
H 0.623831 2.840746 -1.286199 0.592 -1.268 1.324 0.15
H 0.660619 1.013059 -1.189414 0.400 1.147 1.016 0.11
H 0.533488 2.308575 1.674589 -1.027 -0.201 -1.283 0.15
H -4.009920 3.139293 2.353550 1.083 -0.734 -1.003 0.15
H -3.469622 1.585646 1.411066 0.294 1.576 0.277 0.11
H -4.409800 1.553551 -0.651628 -0.098 0.880 0.304 0.11
H -2.415481 -0.797302 -0.192772 0.756 0.742 -0.164 0.09
H -1.055375 0.401917 3.207837 -0.222 -0.276 -0.774 0.08
B 3.257653 -4.984589 -2.659696 1.456 -0.709 -1.709 -1.00
O 3.633517 -4.313751 -1.401666 -0.845 0.101 0.375 0.22
C 2.512577 -4.076107 -0.727262 2.474 1.007 1.536 -0.42
O 2.467314 -3.534239 0.353564 -0.217 -0.183 -0.366 0.07
C 1.363553 -4.570108 -1.495090 -2.406 -1.055 -1.660 -0.42
O 0.202378 -4.508140 -1.160780 0.482 0.107 0.078 0.11
O 1.788658 -5.107306 -2.635104 -0.165 0.387 0.800 0.22
F 3.860150 -6.282984 -2.725580 -0.491 1.081 0.034 0.09
F 3.667935 -4.194658 -3.782030 -0.334 -0.691 0.932 0.09
```
Forces are in eV/Å.

HOMO level = -6.77 eV
Net charge = -1

(3)
The molecule C7H9BO3. Source: the OMol25 dataset; level of theory: ωB97M-V with the def2-TZVPD basis set.

Geometry as XYZ:
```
20
Properties=species:S:1:pos:R:3:forces:R:3:lowdin_charge:R:1
O -3.548579 0.592627 -0.043258 2.306 0.243 0.110 0.17
B -2.149630 0.673826 0.029659 -0.627 -4.179 0.382 -0.59
C -1.293827 -0.557568 0.602512 -0.667 -0.977 0.795 0.08
C -0.451870 -1.484024 0.094727 -1.596 0.769 -0.720 -0.33
O -0.635705 -2.124485 -1.138705 -2.995 2.298 1.751 0.08
C 0.829630 -1.658117 0.733537 2.632 0.173 -0.002 -0.07
C 1.890830 -0.863413 0.465258 -2.194 0.942 -2.293 -0.05
C 1.902299 0.154432 -0.703546 -0.563 1.637 2.900 -0.05
C 1.157575 1.307157 -0.810117 0.476 -2.367 0.398 -0.01
C 0.044761 1.629490 0.195344 0.640 1.347 -1.115 -0.17
O -1.274727 1.614090 -0.300592 -1.396 1.428 -1.373 0.10
H -3.856560 1.411048 -0.394444 -0.884 1.095 -0.468 0.08
H -1.137143 -0.372650 1.700902 0.416 -0.193 -1.004 0.13
H 0.135353 -2.514711 -1.420797 2.919 -1.294 -0.855 0.05
H 1.117139 -2.499551 1.309979 -0.422 -0.852 1.004 0.10
H 2.833033 -0.981326 0.938826 0.693 -0.439 0.346 0.09
H 2.860387 0.123981 -1.191165 -0.009 -0.195 -0.920 0.09
H 1.437325 1.900396 -1.675698 -0.483 0.496 0.310 0.10
H 0.150297 1.011019 1.043650 0.283 -0.730 0.669 0.09
H -0.010597 2.637777 0.563930 1.470 0.799 0.085 0.13
```
Forces are in eV/Å.

HOMO level = -8.35 eV
Structure (SMILES) = OB1/C=C(O)/C=C\C=C/CO1
Energy relative to the best compared isomer or geometry (same formula, charge and spin) = 94.0 kcal per mole